Entry P
15
Properties=species:S:1:pos:R:3 method="wB97M-V/def2-TZVPD" total_charge=+1 s_squared=0.766 homo_lumo_gap_ev="8.42 / 4.21" e_lumo_ha="-0.1707 / -0.3254" homo_energy_ev="-13.07 / -13.07" spin_multiplicity=2
O -4.649 1.746 -4.804
O -1.688 0.527 -1.507
N 2.586 -0.005 1.294
N 0.687 -1.144 1.485
C 2.517 -0.324 2.602
C 1.288 -1.011 2.766
C 1.552 -0.586 0.593
H -1.589 -0.200 -0.789
H 3.357 -0.340 3.306
H 1.477 -0.277 -0.443
H 3.349 0.604 0.985
H -1.355 0.005 -2.264
H -5.536 2.167 -4.781
H -4.852 1.022 -4.314
H 0.791 -1.591 3.572


Entry Q
15
Properties=species:S:1:pos:R:3 method="wB97M-V/def2-TZVPD" total_charge=+1 s_squared=0.757 homo_lumo_gap_ev="11.44 / 6.93" e_lumo_ha="-0.1304 / -0.2951" homo_energy_ev="-14.99 / -14.96" spin_multiplicity=2
O 1.330 1.097 1.946
O -0.378 -2.445 -1.360
N -0.264 0.590 0.531
N 1.026 2.544 0.211
C 0.862 1.441 0.906
C -0.437 -1.783 -0.132
C -0.470 -0.305 -0.559
H -0.778 -3.320 -1.297
H 0.289 -0.195 -1.331
H 0.418 -1.953 0.523
H 1.756 3.211 0.368
H -1.368 -2.057 0.365
H 0.487 2.761 -0.619
H -0.956 0.521 1.287
H -1.516 -0.108 -0.839


Entry R
15
Properties=species:S:1:pos:R:3 method="wB97M-V/def2-TZVPD" total_charge=+1 s_squared=0.765 homo_lumo_gap_ev="10.89 / 4.82" e_lumo_ha="-0.1268 / -0.3357" homo_energy_ev="-14.34 / -13.95" spin_multiplicity=2
O 1.868 1.166 -0.075
O 0.412 2.050 -1.527
N -1.413 -1.793 2.074
N 0.058 -0.043 -0.876
C 0.818 1.100 -0.914
C -0.141 -0.747 0.322
C -1.537 -1.342 0.716
H -0.496 -0.084 -1.740
H -0.578 -2.355 2.113
H -2.272 -0.542 0.596
H -2.220 -2.297 2.403
H -1.736 -2.123 -0.025
H 0.468 -1.675 0.348
H 0.243 -0.194 1.188
H 2.589 1.505 -0.652


Name the least stable of them. entry P.


Entry P
9
Properties=species:S:1:pos:R:3 method="wB97M-V/def2-TZVPD" smiles=COC#N.Br homo_lumo_gap_ev=11.04 e_lumo_ha=0.0212 homo_energy_ev=-10.46
Br 2.330 0.254 4.148
O -0.361 -0.800 -0.658
N -0.058 0.713 1.135
C -0.238 -0.009 0.279
C -0.596 -0.204 -1.930
H 0.959 0.456 3.683
H -1.411 -0.793 -2.163
H 0.219 -0.422 -2.528
H -0.842 0.805 -1.967


Entry Q
9
Properties=species:S:1:pos:R:3 method="wB97M-V/def2-TZVPD" smiles="[H][H].N#CBr.C=O" homo_lumo_gap_ev=10.79 e_lumo_ha=0.0146 homo_energy_ev=-10.40
Br -3.820 0.308 0.187
O -0.846 1.357 1.129
N -2.510 -0.626 -2.247
C -0.369 2.351 0.658
C -3.055 -0.224 -1.327
H 0.540 2.295 0.179
H 2.330 0.185 -1.062
H -1.108 3.217 0.485
H 2.688 -0.497 -1.025


Name the least stable of them. entry Q.


Entry P
8
Properties=species:S:1:pos:R:3 method="wB97M-V/def2-TZVPD" homo_lumo_gap_ev=10.55 e_lumo_ha=0.0202 homo_energy_ev=-10.00
N 0.831 -1.406 0.387
C 0.093 -0.950 -0.713
C -0.577 1.381 0.111
C -0.369 0.263 -0.526
C 1.314 -1.336 1.462
H -0.019 -1.612 -1.565
H 0.143 2.191 0.048
H -1.416 1.469 0.796


Entry Q
8
Properties=species:S:1:pos:R:3 method="wB97M-V/def2-TZVPD" smiles=CC#CC#N homo_lumo_gap_ev=11.27 e_lumo_ha=0.0227 homo_energy_ev=-10.65
N 0.799 3.491 -0.255
C -0.237 -1.504 0.092
C 0.535 2.417 0.007
C -0.030 -0.068 -0.123
C 0.125 1.074 -0.069
H 0.280 -2.198 -0.522
H -1.263 -1.475 -0.271
H -0.210 -1.737 1.141


Name the least stable of them. entry P.